No. 1
C2H8N3S as an isolated structure in a non-equilibrium geometry, computed with the ωB97M-V functional and the def2-TZVPD basis.

```
14
Properties=species:S:1:pos:R:3:forces:R:3
C 0.887767 0.603919 -0.310767 0.3953 -1.8144 0.1314
C 1.038750 -0.861350 -0.360395 -2.3595 1.4449 0.1710
N -1.445848 1.141002 -0.820274 0.3420 1.4692 1.1108
N -0.047541 1.469583 -0.632916 -1.5181 -1.5400 -0.2292
N 0.938063 -1.516299 -1.507012 -0.6033 -0.1388 3.2476
S 2.495536 0.690863 0.081820 2.4557 3.1049 0.8184
H -1.021994 0.965362 1.605505 0.9064 -1.4325 1.3740
H 1.422039 -1.192414 0.599158 -0.1367 -1.3350 -0.6371
H -1.526895 0.149954 -0.852922 0.0823 -1.0016 -0.2508
H -1.970279 1.410454 0.059506 0.8534 -0.1473 -1.2812
H 0.148219 2.435640 -0.633819 0.1716 1.1290 -0.0743
H -0.665145 0.392167 2.042462 -0.8822 1.3664 -0.9314
H 0.957901 -1.074942 -2.340452 -0.1481 1.8446 -3.2404
H 1.159735 -2.445728 -1.496734 0.4412 -2.9494 -0.2090
```
Positions in Å, forces in eV/Å.

The calculation puts the HOMO energy (spin up / spin down) at -0.418 / -0.515 hartree. For the maximum force, the calculation gives 4.04 eV/A. For the total energy, the calculation gives -642.9801 hartree. For the energy relative to the best compared isomer or geometry (same formula, charge and spin), the calculation gives 67.88 kcal per mole. For the LUMO energy (spin up / spin down), the calculation gives -4.06 / -7.73 eV. As for the spin multiplicity: 3. As for the expectation value of S²: 2.008. As for the total charge: +1.

No. 2
A 3-piece molecular cluster, C2H8N3S2 overall in a non-equilibrium geometry, computed with the ωB97M-V functional and the def2-TZVPD basis.

```
15
Properties=species:S:1:pos:R:3:forces:R:3
C -3.798612 1.549928 0.024119 0.5852 -0.3627 -0.0936
C -0.152176 -0.998922 0.149570 1.3472 1.4477 -1.0654
N -0.119030 0.341654 0.255271 1.6856 0.4055 -0.4821
N 1.054912 -1.643985 0.062540 -5.0013 0.6854 0.7041
N -2.864596 0.903975 -0.109457 -0.9165 1.1757 0.0412
S -1.637805 -1.786304 -0.163217 0.0562 -1.1096 0.3517
S 3.821381 0.135846 -0.374996 0.3430 1.3825 0.6155
H -2.395659 -0.638148 -0.272689 0.6818 -0.6369 0.0154
H -4.651594 2.158274 0.147198 -0.5757 0.3693 0.0718
H 0.726568 0.780079 -0.181181 -0.9826 -0.5272 1.0634
H 1.023408 -2.397891 -0.543584 0.4768 -1.9696 -0.9419
H 1.873822 -1.182715 0.266435 2.2020 1.3505 0.3498
H 4.408338 0.309032 0.841173 -0.1789 -0.3300 -0.4162
H -0.927911 0.965468 0.316963 0.2615 -0.9413 0.0000
H 3.638949 1.503708 -0.418144 0.0156 -0.9392 -0.2137
```
Positions in Å, forces in eV/Å.

The calculation puts the HOMO energy at -0.493 hartree. For the maximum force, the calculation gives 5.10 eV/A. For the total energy, the calculation gives -1041.3769 hartree. For the energy relative to the best compared isomer or geometry (same formula, charge and spin), the calculation gives 25.30 kcal per mole. For the LUMO energy, the calculation gives -3.42 eV. As for the total charge: +1.

No. 3
A 2-piece molecular cluster, C2H8N4 overall in a non-equilibrium geometry, computed with the ωB97M-V functional and the def2-TZVPD basis.

```
14
Properties=species:S:1:pos:R:3:forces:R:3
C -1.234589 0.188744 -0.058312 0.1434 0.1329 -0.1339
N -1.917713 0.910539 -1.001537 0.0529 -0.0238 0.2482
N -1.840150 0.067573 1.157834 0.1018 -0.0783 -0.4136
N -0.075780 -0.363358 -0.298215 0.2542 0.2831 0.4671
H -1.368889 -0.487901 1.852793 0.0662 0.0072 -0.0696
H -2.846331 0.036492 1.185679 0.0515 0.0544 -0.0329
H -2.443061 1.709289 -0.675856 0.0015 -0.1253 -0.0189
H -1.457965 1.040573 -1.888726 0.0220 -0.0136 0.0974
H 0.743197 -0.413119 0.516032 1.0885 0.5491 -0.3480
C 2.968118 -0.687540 0.013366 0.0158 -0.4183 0.2453
N 2.278558 0.177640 0.590863 -0.9941 -0.3438 0.5394
H 0.577051 0.118829 -0.933047 -0.8285 -0.2447 -0.3058
H 4.073318 -0.738361 0.100981 -0.0206 0.1460 -0.3197
H 2.544236 -1.559400 -0.561855 0.0455 0.0750 0.0449
```
Positions in Å, forces in eV/Å.

The calculation puts the HOMO energy at -0.219 hartree. For the maximum force, the calculation gives 1.27 eV/A. For the total energy, the calculation gives -299.9318 hartree. For the energy relative to the best compared isomer or geometry (same formula, charge and spin), the calculation gives 62.06 kcal per mole. For the LUMO energy, the calculation gives 0.27 eV.